[1]
The following is a quantum chemistry calculation of 12 unconnected molecules or ions with the total composition C43H79F12N13O15S4, from the OMol25 dataset.

Spin multiplicity   2
Frontier orbital gap (spin up / spin down)   3.41 / 7.31 eV
Net charge   +3
Highest occupied orbital energy (spin up / spin down)   -9.471 / -13.695 eV
LUMO (spin up / spin down)   -6.059 / -6.389 eV

Atoms and positions in Å:
S 0.89 -0.60 4.09
S 3.48 0.26 -2.84
S 1.80 3.92 1.74
S -3.37 3.08 -1.72
F 1.25 1.41 5.79
F 4.94 -1.55 -4.17
F -0.60 5.03 1.05
F -5.60 2.60 -3.08
F 4.94 -1.83 -1.97
F 6.08 -0.19 -2.86
F 0.76 6.54 1.81
F -0.19 -0.25 6.48
F -6.07 3.03 -0.93
F -5.10 1.00 -1.55
F -0.07 5.10 3.24
F 1.87 -0.69 6.40
O 2.34 -0.64 -3.20
O 2.40 4.00 0.41
O 1.08 2.62 1.98
O -3.13 3.06 -0.25
O 2.77 4.30 2.79
O 2.14 -0.25 3.46
O -0.27 0.05 3.39
O 3.48 0.65 -1.46
O 3.71 1.35 -3.73
O -1.03 -6.40 3.11
O -2.52 2.19 -2.48
O -3.41 4.45 -2.19
O 0.78 -2.06 4.29
O -0.70 -0.28 -1.16
O 2.82 -6.39 -1.17
N -3.67 -0.43 -5.27
N -1.54 5.50 7.67
N -0.56 2.81 -4.80
N 0.48 -4.59 2.81
N -2.31 3.99 -5.73
N -3.77 -1.96 2.78
N -2.03 -1.80 -4.79
N 7.51 -0.70 0.97
N 1.73 -5.12 -2.80
N 6.22 1.17 1.54
N 1.14 0.26 0.42
N -3.88 -2.01 0.57
N -1.95 4.06 5.93
C 4.99 -0.92 -3.02
C -3.63 -1.50 -6.21
C -2.19 3.13 3.65
C -1.43 3.89 -4.57
C -2.67 -0.61 -4.36
C -1.45 0.44 0.94
C -3.73 -2.50 -0.80
C 0.36 5.27 1.99
C 8.53 -2.17 -0.71
C -0.37 0.16 -0.05
C 6.21 -0.24 1.42
C 2.56 -3.81 -2.66
C 0.94 0.03 5.87
C -2.55 4.94 6.84
C 2.56 -6.37 -2.32
C 5.04 2.03 1.73
C 7.92 -2.07 0.71
C 0.50 2.33 -3.97
C -5.97 0.29 -5.04
C -0.57 4.22 6.08
C -0.78 2.42 -6.12
C 7.51 1.56 1.31
C -4.56 -0.90 2.45
C -3.47 4.79 -5.77
C -1.82 6.23 8.90
C -3.26 -2.32 4.06
C -5.17 2.30 -1.81
C -3.34 -2.67 1.67
C -2.66 -2.40 -5.80
C -0.81 -2.38 -4.22
C -2.62 3.03 5.10
C -0.32 -5.48 5.22
C -5.01 -2.43 -1.61
C 8.25 0.46 0.83
C -4.56 -0.88 1.05
C 2.82 -7.43 -3.27
C -0.35 5.07 7.16
C 1.80 -5.32 2.29
C -0.37 -5.57 3.72
C 1.38 3.48 -3.50
C -1.85 3.10 -6.66
C 1.73 -1.23 0.60
C -4.50 0.78 -5.33
H 2.89 -3.56 -1.66
H -0.21 1.62 -6.58
H 7.69 -1.95 -1.37
H -1.63 4.48 -3.69
H -1.06 1.21 1.60
H 4.20 1.56 1.22
H 1.94 -7.99 -3.58
H -4.30 1.20 -6.32
H 7.68 2.63 1.21
H 1.66 -6.23 1.72
H 9.29 0.37 0.54
H -2.82 2.44 3.07
H 8.58 -2.53 1.45
H 2.62 -5.37 3.01
H -4.40 4.23 -5.68
H -4.25 -1.53 -7.09
H 5.22 3.02 1.30
H 1.84 4.02 -4.33
H -2.27 3.07 -7.66
H 1.23 -1.95 1.25
H 1.15 1.59 -4.43
H 1.33 -5.28 -3.71
H 9.32 -1.46 -0.92
H -4.80 -2.86 -2.59
H 0.78 4.25 -3.02
H -3.55 -3.36 4.24
H -3.67 3.23 5.31
H 3.65 -8.10 -3.07
H -0.18 -1.56 -3.87
H -1.11 6.01 9.69
H -2.65 -3.50 1.71
H -2.35 -3.34 -6.23
H -2.37 2.00 5.35
H -3.69 5.35 -6.68
H -2.17 -2.22 4.04
H -6.61 1.17 -5.13
H 5.41 -0.95 1.53
H -5.05 -0.18 0.40
H -1.84 -0.44 1.45
H -5.38 -1.40 -1.57
H -3.34 -3.52 -0.81
H 1.77 0.74 -0.21
H 1.91 -1.64 -0.40
H 1.16 0.91 1.20
H 1.82 -3.03 -2.82
H -4.17 1.57 -4.66
H 0.44 -6.19 5.55
H 3.08 -7.00 -4.24
H -1.25 2.66 3.38
H -0.02 -4.35 1.97
H -6.05 -0.10 -4.03
H -2.50 4.03 3.12
H 2.15 3.08 -2.83
H 7.08 -2.74 0.85
H 4.84 2.32 2.77
H 0.09 3.67 5.43
H -2.48 -0.03 -3.46
H 8.85 -3.22 -0.70
H -2.91 -1.96 -1.25
H -3.58 5.04 7.15
H -1.20 -5.79 5.78
H -1.01 -2.99 -3.34
H -6.18 -0.51 -5.75
H 0.89 -3.84 3.35
H 3.38 -3.84 -3.38
H -2.86 6.04 9.17
H -3.55 5.49 -4.94
H -0.28 -3.02 -4.92
H -5.78 -3.03 -1.12
H -3.69 -1.66 4.81
H 1.02 -4.88 -2.12
H 2.73 -1.17 1.03
H -0.08 1.79 -3.21
H 0.05 -4.52 5.59
H -4.89 -0.36 3.32
H -1.89 7.31 8.76
H -2.32 0.93 0.50
H 0.60 5.30 7.62
H 2.12 -4.63 1.50

***

[2]
The following is a quantum chemistry calculation of 12 unconnected molecules or ions with the total composition C43H80Br22N4O3P3S, from the OMol25 dataset.

Frontier orbital gap   7.75 eV
Net charge   +1
Highest occupied orbital energy   -10.740 eV
LUMO   -2.995 eV

Atoms and positions in Å:
Br 1.76 6.86 2.12
Br 4.11 -5.95 2.49
Br -4.02 5.51 1.91
Br 2.08 -6.04 -3.81
Br -3.81 6.60 6.15
Br -3.56 -4.62 1.14
Br -6.22 0.93 -7.80
Br 0.36 0.35 -5.33
Br -5.68 -6.50 -1.18
Br -4.34 1.35 8.80
Br 1.50 -9.46 0.30
Br -7.64 -2.88 -4.87
Br -1.68 2.68 1.86
Br -1.08 -5.69 -1.95
Br -6.00 4.45 -8.84
Br 3.27 8.50 -0.81
Br -9.96 -0.10 -5.52
Br -0.52 -7.27 2.43
Br 2.28 -3.90 4.92
Br -1.93 3.16 -5.92
Br -6.81 4.08 9.00
Br -7.31 7.42 6.92
S 3.69 1.88 4.29
P 1.61 1.90 0.01
P 5.85 3.86 1.51
P 5.25 1.26 3.31
O 1.33 3.36 0.02
O 5.20 5.37 1.23
O 1.53 -3.02 -0.86
N 4.69 -0.49 -1.10
N 1.94 2.20 -2.65
N 3.19 1.40 -0.71
N 5.07 1.26 1.58
C 3.03 1.33 -2.22
C 2.97 -3.11 1.14
C -9.07 -1.28 -6.78
C 4.54 2.56 1.11
C -0.46 -1.36 -2.13
C 0.30 -8.99 2.85
C -5.45 5.96 5.31
C -6.48 7.05 5.20
C 1.66 -9.12 2.21
C -4.57 -7.15 0.29
C 2.43 -0.92 -0.16
C 7.21 3.74 0.26
C 1.73 7.32 -0.70
C 0.90 7.57 0.53
C -0.98 0.59 -6.72
C 3.08 -5.66 5.15
C -0.68 -1.96 -0.88
C 5.87 -0.88 -0.77
C -2.74 -0.43 -2.08
C -1.03 2.01 -7.20
C -6.86 3.67 -7.27
C -6.05 2.54 -6.71
C 6.19 -2.31 -0.29
C 7.14 -0.02 -0.89
C 4.39 -5.77 4.41
C -2.99 -1.07 -0.85
C -1.50 -0.60 -2.70
C -9.00 -2.70 -6.26
C 0.34 -2.80 -0.13
C -4.91 4.10 9.42
C -2.13 5.45 2.40
C 2.68 -2.44 -0.23
C -4.62 -6.21 1.47
C 4.15 3.69 -1.10
C -1.35 4.56 1.47
C 4.30 2.37 -0.42
C 3.70 0.02 -0.20
C -1.94 -1.81 -0.27
C 1.66 -6.50 -1.97
C 3.98 4.70 -1.73
C 4.14 0.16 1.28
C -4.12 3.26 8.45
C 0.28 -7.08 -1.84
H 2.34 -6.38 4.81
H 2.11 6.30 -0.75
H -1.92 0.24 -6.31
H 3.50 -2.73 -0.89
H 3.98 1.55 -2.71
H -4.41 3.42 7.41
H -6.07 7.99 4.83
H 5.64 -3.05 -0.89
H 6.97 0.81 -1.59
H -3.05 3.45 8.56
H 3.62 2.88 1.64
H 0.46 -2.36 0.87
H -7.86 3.38 -7.57
H 2.41 -7.24 -1.68
H -4.99 2.76 -6.65
H 8.14 3.61 0.83
H -2.12 -2.31 0.69
H 3.23 -5.77 6.22
H -7.29 6.74 4.54
H 3.87 -3.74 1.12
H -5.79 5.12 5.90
H -1.60 4.71 0.43
H -8.69 -3.38 -7.05
H 5.26 1.98 -0.79
H 7.31 4.66 -0.33
H 7.97 -0.63 -1.25
H -0.05 2.44 -7.38
H 4.92 -6.66 4.71
H -4.17 -6.68 2.34
H 1.15 7.52 -1.60
H -0.28 4.70 1.62
H 7.25 -2.53 -0.46
H 1.46 1.73 -3.41
H -1.78 6.48 2.32
H -3.53 0.17 -2.53
H 3.01 -2.39 1.97
H 2.27 -8.23 2.32
H -5.62 -5.88 1.71
H 6.02 -2.42 0.79
H 4.15 5.58 -2.32
H 5.49 -0.10 3.64
H -6.41 2.25 -5.73
H 3.22 0.36 1.87
H -0.05 7.06 0.45
H -3.57 -7.27 -0.11
H 0.04 -7.81 -2.60
H -5.14 5.61 4.33
H -1.34 -0.11 -3.66
H -6.92 4.48 -6.55
H -9.66 -1.24 -7.68
H -2.09 5.14 3.44
H -4.61 5.14 9.34
H -0.40 -9.76 2.52
H 0.50 -1.47 -2.63
H 2.19 -9.98 2.61
H 1.50 1.42 1.34
H 0.14 -7.52 -0.86
H 5.02 -4.90 4.55
H -0.14 -3.78 0.03
H 4.37 5.44 1.72
H -4.98 -8.12 0.55
H 4.50 -0.80 1.69
H 0.38 -9.02 3.93
H 2.17 -3.81 1.44
H 2.75 0.32 -2.55
H -0.67 -0.08 -7.53
H 1.77 -0.71 -1.01
H 6.36 2.07 3.66
H 1.80 -5.60 -1.37
H -8.09 -0.85 -6.96
H 0.59 1.23 -0.71
H 1.89 -0.76 0.79
H -3.94 -1.00 -0.32
H 0.73 8.63 0.72
H -4.81 3.76 10.44
H 7.43 0.35 0.10
H -9.93 -3.04 -5.83
H -1.62 2.08 -8.12
H 2.33 3.04 -3.08
H 7.13 2.89 -0.42

***

[3]
The following is a quantum chemistry calculation of a molecular structure, C43H81AsCrN2O2Si3, from the OMol25 dataset.

Spin multiplicity   2
Frontier orbital gap (spin up / spin down)   7.00 / 7.68 eV
Net charge   +1
Highest occupied orbital energy (spin up / spin down)   -10.284 / -10.398 eV
LUMO (spin up / spin down)   -3.286 / -2.722 eV

Atoms and positions in Å:
As 1.47 1.34 -0.10
Cr -1.04 1.09 0.11
Si 1.67 3.56 0.88
Si 3.57 1.67 -1.43
Si 2.19 -0.96 0.45
O -1.05 0.92 1.91
O -1.24 1.12 -1.63
N -3.01 2.63 -0.03
N -2.76 -0.29 0.08
C 0.44 -4.45 -3.94
C -0.35 -0.97 -4.45
C -3.23 -0.78 1.39
C -0.52 -1.54 4.54
C 4.90 1.47 -0.05
C -2.30 -1.44 -0.70
C -3.86 0.38 -0.61
C 1.51 1.22 3.50
C -1.20 -0.11 2.74
C -3.11 3.59 1.07
C 1.18 0.38 5.78
C 0.50 2.51 -3.46
C 3.29 4.16 1.71
C -0.26 1.55 -4.38
C 1.18 4.61 -0.65
C 0.58 1.42 -5.65
C -0.56 0.20 -3.73
C 0.89 -1.99 1.40
C -1.36 -2.58 4.14
C -0.41 -3.50 -4.79
C -0.49 1.97 4.84
C -1.33 -2.32 -2.77
C -1.28 -3.93 4.82
C -4.17 1.74 0.01
C -1.55 -1.19 -1.99
C -0.68 -2.23 -3.99
C 3.98 0.44 -2.85
C 0.34 -3.20 -6.10
C -1.12 0.08 -2.43
C -2.35 -4.91 4.33
C 4.06 3.39 -2.16
C 2.06 -1.68 -1.33
C -2.23 -2.29 3.09
C -2.16 -1.09 2.41
C -3.00 3.38 -1.29
C -0.43 -0.31 3.91
C 0.44 0.79 4.50
C 0.24 4.02 2.06
C -1.61 2.17 -4.78
C -1.75 -4.16 -5.15
C -1.42 -3.78 6.34
C 0.10 -4.54 4.50
C 3.80 -1.54 1.32
H 1.29 -2.72 -5.91
H 1.48 2.11 -3.23
H 0.08 2.80 5.24
H 0.49 0.08 6.56
H -2.36 -3.30 6.59
H 0.19 -5.51 4.98
H 4.67 -1.53 0.68
H -3.00 3.08 2.02
H -3.57 0.52 -1.66
H -0.24 4.93 1.72
H 4.61 -0.36 -2.49
H -0.11 -1.64 1.17
H -1.68 -3.27 -2.40
H 1.02 -1.95 2.47
H 0.58 4.19 3.07
H -4.76 -0.25 -0.59
H 4.84 0.51 0.43
H 1.05 1.49 2.56
H -3.35 -4.53 4.54
H -1.67 -2.06 -0.05
H -3.87 -0.02 1.83
H -1.02 2.30 3.96
H 1.73 4.37 -1.55
H 3.63 3.47 2.47
H 4.10 4.32 1.01
H 0.96 -3.03 1.10
H 1.75 1.23 6.15
H 1.38 -3.97 -3.66
H -0.61 -3.20 6.76
H 0.11 -1.73 5.40
H -1.22 1.66 5.58
H 0.22 -4.67 3.42
H 0.66 -5.36 -4.49
H 3.12 0.00 -3.32
H -1.58 -5.06 -5.73
H 1.50 0.89 -5.47
H -3.19 -2.05 -0.96
H -2.26 -5.11 3.27
H 3.65 -2.57 1.64
H -2.97 -3.01 2.79
H -0.26 -2.56 -6.75
H 0.83 2.41 -6.01
H 1.47 -2.59 -1.33
H -2.12 1.52 -5.48
H -2.09 3.97 -1.36
H -1.46 3.14 -5.25
H -4.46 1.61 1.06
H -0.51 3.23 2.08
H -2.33 4.34 0.97
H 1.88 -0.43 5.58
H -3.85 -1.68 1.25
H 3.03 -1.91 -1.75
H -2.24 -5.85 4.86
H 5.09 3.30 -2.50
H 0.12 4.45 -0.86
H 0.62 3.46 -3.97
H 0.09 -0.89 -5.43
H 4.54 0.96 -3.63
H 2.21 0.40 3.33
H -2.30 -4.43 -4.25
H 1.30 5.67 -0.45
H -3.03 2.69 -2.13
H -0.04 2.70 -2.53
H 0.53 -4.13 -6.63
H -5.03 2.18 -0.51
H 5.89 1.58 -0.46
H -4.08 4.10 1.05
H -0.08 -4.73 -3.02
H 1.55 -0.98 -1.99
H 3.09 5.11 2.19
H -1.40 -4.77 6.81
H 4.02 4.18 -1.43
H 4.77 2.23 0.71
H 2.06 2.07 3.88
H -2.25 2.32 -3.91
H 3.48 3.69 -3.03
H -3.87 4.04 -1.35
H -2.36 -3.46 -5.73
H 4.03 -0.97 2.22
H 0.03 0.92 -6.45
H 0.90 -3.90 4.85